# 1
{"formula": "C6H6", "method": "the ωB97M-V functional and the def2-TZVPD basis", "relative_energy_kj_mol": 359.9, "e_homo_ev": -9.25, "smiles": "C#CC#CCC", "charge": 0, "e_tot_ev": -6315.4704, "molar_mass_g_mol": 78.1, "species": ["C", "C", "C", "C", "C", "C", "H", "H", "H", "H", "H", "H"], "coordinates": [[3.879157, 0.002374, -0.016485], [2.690737, 0.245026, -0.122015], [1.328889, 0.473245, -0.049317], [0.149197, 0.513529, 0.151295], [-1.308428, 0.631484, 0.204031], [-1.998515, -0.736915, -0.197895], [4.890102, -0.428953, -0.134792], [-1.526055, 0.902252, 1.262112], [-1.642058, 1.501038, -0.343701], [-3.085181, -0.612678, -0.073503], [-1.677498, -1.019153, -1.204641], [-1.700346, -1.471249, 0.524911]], "forces_ev_per_angstrom": [[-0.188, -0.623, -0.805], [1.276, -0.152, 0.518], [0.964, -0.359, 0.165], [-0.897, 0.474, -0.699], [0.095, -0.945, 1.274], [0.014, 1.881, 0.428], [-1.224, 0.823, 0.335], [-0.229, -0.411, -0.513], [-0.086, 0.008, -0.577], [0.321, -0.134, -0.511], [-0.360, -0.040, 0.211], [0.315, -0.521, 0.172]]}

=====

# 2
{"formula": "C6H64BO25P", "method": "the ωB97M-V functional and the def2-TZVPD basis", "relative_energy_kj_mol": 95.2, "e_homo_ev": -7.41, "charge": 0, "e_tot_ev": -68411.8749, "molar_mass_g_mol": 578.3, "species": ["C", "O", "B", "O", "P", "C", "C", "C", "C", "C", "H", "H", "H", "H", "H", "H", "H", "H", "H", "H", "H", "H", "H", "H", "H", "H", "H", "H", "O", "H", "H", "O", "H", "H", "O", "H", "H", "O", "H", "H", "O", "H", "H", "O", "H", "H", "O", "H", "H", "O", "H", "H", "O", "H", "H", "O", "H", "H", "O", "H", "H", "O", "H", "H", "O", "H", "H", "O", "H", "H", "O", "H", "H", "O", "H", "H", "O", "H", "H", "O", "H", "H", "O", "H", "H", "O", "H", "H", "O", "H", "H", "O", "H", "H", "O", "H", "H"], "coordinates": [[-5.982513, 1.566251, 5.106124], [-5.698752, 0.346274, 5.834766], [-4.345210, 0.003555, 5.478552], [-3.249219, 0.598163, 6.180791], [-4.116008, -1.284163, 4.015187], [-3.846403, -2.382642, 2.494929], [-2.506836, -2.119669, 1.712500], [-2.101904, -0.620746, 1.562443], [-0.594044, -0.572173, 1.123036], [-2.969399, 0.062082, 0.435707], [-7.049258, 1.839153, 5.177663], [-5.723006, 1.441568, 4.026542], [-5.324446, 2.374517, 5.498634], [-3.093184, 1.449769, 5.756562], [-5.308940, -1.987420, 4.406529], [-4.325041, -0.157380, 3.108144], [-2.813098, -1.646285, 4.545090], [-3.792902, -3.439062, 2.876361], [-4.749865, -2.370720, 1.832145], [-1.703725, -2.758710, 2.140855], [-2.670241, -2.500900, 0.673158], [-2.157723, -0.022952, 2.493888], [-0.244174, 0.478295, 0.980217], [0.037823, -0.972112, 1.973446], [-0.418915, -1.157473, 0.206595], [-3.168823, 1.113608, 0.714500], [-3.915206, -0.518142, 0.333381], [-2.442632, -0.023311, -0.553340], [1.490160, -2.865940, 0.921442], [0.937092, -3.130545, 1.660437], [2.071238, -2.191291, 1.296702], [-5.489333, 1.641207, -0.479070], [-5.729157, 1.240454, -1.324903], [-5.716427, 2.569795, -0.587874], [3.800780, -0.632947, 0.710193], [3.845173, 0.290340, 0.440468], [4.490723, -1.057218, 0.198628], [-4.933043, -0.367308, -2.157772], [-4.147006, -0.025216, -1.708285], [-4.675013, -1.254412, -2.437066], [4.108473, -1.877583, -1.765653], [3.522420, -2.589192, -1.474062], [4.619754, -2.272909, -2.489378], [5.650233, 0.731988, -0.964582], [6.592742, 0.547535, -0.898541], [5.253895, -0.135456, -1.114270], [7.703010, 2.054117, -3.106571], [7.157492, 1.786928, -2.359954], [8.281577, 2.728279, -2.740779], [2.479823, 0.490651, -2.112707], [2.414437, 0.833320, -1.216827], [2.807772, -0.418089, -1.996886], [-4.983788, 0.862394, -4.770868], [-5.393535, 0.467317, -3.984453], [-4.933604, 1.802349, -4.560871], [9.339035, 3.894098, -4.992141], [8.759176, 3.170374, -4.729769], [9.858057, 3.529992, -5.714175], [1.986844, -0.945889, 2.878603], [2.876859, -0.573302, 2.882546], [1.625537, -0.700435, 3.737419], [6.546443, 0.119978, 1.697476], [6.159121, -0.264783, 2.488884], [6.596031, 1.060411, 1.895664], [-2.063688, 1.028924, -5.011652], [-1.704222, 0.168085, -4.780876], [-3.016575, 0.945074, -4.835095], [3.859993, 2.490859, 0.988606], [3.900655, 3.416357, 0.718174], [4.559638, 2.068587, 0.464008], [-0.653030, -2.350047, 5.880166], [-1.372659, -1.788610, 6.190472], [-0.120067, -2.502813, 6.666368], [6.416016, -3.181029, -2.989648], [7.203605, -2.834465, -2.559747], [6.665838, -4.071217, -3.254740], [7.617247, 4.875975, -2.174956], [7.292939, 5.779550, -2.223084], [8.504199, 4.929717, -2.550150], [-7.612538, -0.536809, -4.009880], [-6.873631, -0.631523, -3.404662], [-8.325546, -1.005528, -3.568836], [-2.576477, 3.244602, -3.131085], [-1.897477, 2.780811, -3.644987], [-2.086034, 3.712781, -2.449009], [-6.623784, -2.736000, -2.573663], [-6.688958, -2.406803, -1.669003], [-6.308488, -3.639879, -2.469773], [3.113603, -5.445605, -0.559681], [2.401462, -4.873113, -0.245219], [3.645297, -5.605355, 0.224512], [1.540894, 4.011254, 0.348763], [1.909563, 3.149765, 0.585313], [0.604649, 3.928596, 0.549032], [-0.858345, 0.291166, -1.773990], [-1.180457, 1.198290, -1.825506], [0.027033, 0.330015, -2.165581]], "forces_ev_per_angstrom": [[0.513, 0.159, -0.202], [1.420, 0.426, -1.070], [-0.953, 0.185, 1.812], [-1.139, -0.412, -1.211], [0.178, -0.029, -0.464], [0.372, -1.143, -0.144], [-0.817, 0.082, -0.154], [1.162, -0.060, -1.454], [-0.015, 0.046, 1.556], [0.083, -0.839, 0.513], [0.580, -0.220, 0.192], [-0.352, 0.085, 0.592], [-0.695, -0.163, -0.141], [0.328, 0.259, 0.371], [0.061, -0.012, -0.179], [-0.162, -0.065, 0.167], [0.026, -0.199, -0.315], [-0.121, 0.720, -0.177], [0.594, 0.351, 0.469], [-0.344, 0.670, -0.062], [0.335, 0.199, 0.644], [-0.212, -0.540, -0.338], [-0.344, -0.681, -0.133], [-0.809, 0.347, -1.234], [-0.040, 0.316, 0.484], [-0.100, -0.552, -0.506], [0.298, 0.799, 0.247], [-0.404, 0.201, 1.164], [0.385, -0.624, -0.415], [-0.053, 0.075, 0.048], [-0.148, 0.126, -0.012], [-0.213, 0.304, -0.144], [-0.043, -0.074, 0.199], [0.025, 0.040, 0.070], [-0.488, 0.006, 0.427], [-0.045, -0.090, 0.230], [0.025, -0.289, 0.084], [0.192, -0.385, -0.084], [-0.079, 0.141, 0.011], [-0.202, -0.033, -0.101], [-0.011, -0.183, -0.231], [0.057, 0.018, 0.180], [0.149, -0.013, 0.113], [0.229, 0.295, -0.315], [-0.022, -0.125, 0.390], [-0.082, 0.073, -0.473], [0.372, -0.292, -0.029], [-0.357, 0.157, -0.242], [-0.123, 0.103, 0.139], [-0.244, -0.183, 0.005], [-0.063, 0.040, 0.037], [0.081, 0.231, -0.079], [0.107, 0.169, 0.128], [0.381, 0.180, -0.275], [-0.110, 0.037, -0.042], [0.015, -0.041, 0.150], [-0.223, -0.051, -0.071], [0.069, 0.049, -0.018], [0.451, 0.279, 0.641], [0.015, -0.035, -0.307], [-0.165, -0.134, -0.003], [0.241, 0.048, 0.168], [-0.053, -0.085, -0.025], [-0.008, 0.031, -0.018], [0.006, 0.138, 0.144], [0.071, 0.001, 0.045], [-0.050, -0.135, -0.137], [0.286, -0.128, -0.182], [-0.028, 0.035, 0.033], [0.023, 0.090, -0.050], [0.048, 0.068, 0.093], [-0.019, 0.062, -0.089], [0.040, -0.057, 0.000], [0.094, -0.007, -0.012], [-0.016, 0.093, 0.015], [-0.136, -0.052, -0.056], [0.256, 0.031, 0.112], [-0.095, 0.007, -0.010], [-0.034, 0.108, -0.124], [-0.217, 0.433, -0.078], [0.007, -0.264, 0.068], [-0.009, -0.124, -0.042], [0.274, -0.120, 0.173], [-0.273, -0.152, -0.224], [-0.072, 0.142, -0.020], [0.198, -0.148, 0.332], [-0.014, 0.018, 0.008], [-0.052, -0.053, -0.095], [-0.063, 0.147, -0.054], [-0.020, 0.101, 0.085], [0.027, -0.006, 0.031], [-0.063, -0.167, 0.035], [0.034, -0.001, -0.020], [-0.043, 0.103, 0.008], [0.340, 0.230, -0.508], [-0.079, -0.028, -0.104], [0.076, -0.062, 0.064]]}